Molecular formula: C6H6F3N2O2S2
Method: DFT, ωB97M-V/def2-TZVPD

```
21
Properties=species:S:1:pos:R:3:nbo_charge:R:1
C 0.64 1.13 1.08 0.1470
C 1.49 1.20 -1.33 0.9033
C 0.91 -1.04 -0.10 -0.2311
C -1.30 -0.18 0.79 0.0257
C 1.55 0.37 0.31 -0.4251
C -2.60 0.33 0.16 0.9592
N -0.62 0.97 1.31 -0.5008
N -0.49 -0.98 -0.36 -0.5779
O 2.60 1.22 -1.77 -0.6960
O 0.39 1.64 -1.50 -0.6638
F -2.47 1.16 -0.88 -0.3185
F -3.36 -0.63 -0.26 -0.3189
F -3.24 1.07 1.08 -0.3378
S 3.18 0.26 1.15 -0.0803
S -1.30 -2.49 -0.69 0.1118
H 1.12 1.84 1.74 0.1826
H 1.37 -1.52 -1.04 0.2116
H 1.22 -1.86 0.73 0.1451
H -1.63 -0.89 1.54 0.1868
H 3.97 0.67 0.15 0.1527
H -1.45 -2.28 -2.11 0.1245
```

Computed properties:
Relative energy (zero: lowest compared OMol25 entry of this formula, charge and spin) (kcal/mol): 0.0
Orbital gap (Ha): 0.26965
SMILES: O=C([O-])[C@@]1(S)C=N[C@@H](C(F)(F)F)N(S)C1
2S+1: 1
Charge: -1
Energy (eV): -43217.57473
Lowest unoccupied orbital energy (eV): 2.9